73
Properties=species:S:1:pos:R:3 method="wB97M-V/def2-TZVPD" lumo_ev="-6.69 / -6.69" total_charge=+2 e_homo_ev="-14.34 / -14.27" homo_lumo_gap_ev="7.647 / 7.589"
Co 0.56 -1.07 -0.33
O 2.09 -1.15 -4.23
C 1.79 -1.20 -2.96
O 0.74 -0.80 -2.47
C 2.83 -1.82 -2.09
C 4.06 -2.34 -2.47
C 4.87 -2.86 -1.47
C 4.44 -2.85 -0.14
C 3.19 -2.31 0.13
N 2.43 -1.82 -0.83
C 2.48 -2.17 1.45
O 3.03 -2.59 2.57
O 1.38 -1.66 1.48
H 1.37 -0.74 -4.74
H 4.37 -2.34 -3.50
H 5.83 -3.28 -1.71
H 5.08 -3.26 0.63
H 3.91 -2.98 2.46
C -3.30 0.35 2.45
Si -1.63 -0.40 2.11
C -0.37 0.88 2.63
C -1.44 -1.96 3.14
C -1.48 -0.89 0.25
C -1.54 -2.36 0.01
C -2.57 -3.28 0.18
C -2.33 -4.59 -0.18
C -1.09 -4.96 -0.70
C -0.11 -4.00 -0.83
N -0.36 -2.73 -0.48
Si -2.41 0.03 -1.16
C -4.22 0.20 -0.69
C -1.64 1.71 -1.45
C -2.40 -1.04 -2.70
H -3.38 0.50 3.53
H -4.14 -0.28 2.15
H -3.43 1.33 1.97
H -0.59 1.12 3.68
H -0.49 1.81 2.06
H 0.66 0.55 2.58
H -1.48 -1.68 4.20
H -0.49 -2.47 2.97
H -2.25 -2.67 2.97
H -3.52 -2.96 0.59
H -3.11 -5.33 -0.06
H -0.89 -5.98 -0.99
H 0.87 -4.23 -1.22
H -4.43 1.02 -0.01
H -4.64 -0.72 -0.27
H -4.76 0.40 -1.62
H -1.50 2.24 -0.50
H -2.31 2.31 -2.07
H -0.68 1.63 -1.96
H -3.08 -1.88 -2.57
H -1.43 -1.43 -2.99
H -2.78 -0.44 -3.53
N 1.21 0.74 -0.13
C 1.39 1.87 0.00
N 1.60 3.14 0.13
C 1.44 4.07 -1.00
C 0.40 5.12 -0.67
C 0.72 5.81 0.65
C 0.84 4.79 1.79
C 1.89 3.74 1.46
H 1.18 3.49 -1.88
H 2.42 4.54 -1.18
H -0.58 4.65 -0.62
H 0.36 5.85 -1.48
H -0.05 6.54 0.89
H 1.66 6.37 0.56
H -0.12 4.31 1.96
H 1.12 5.28 2.72
H 1.91 2.94 2.20
H 2.89 4.18 1.41

77
Properties=species:S:1:pos:R:3 method="wB97M-V/def2-TZVPD" multiplicity=2 lumo_ev="3.93 / 3.52" total_charge=-2 e_homo_ev="-2.20 / -2.19" homo_lumo_gap_ev="6.126 / 5.706" relative_energy_kj_mol=0.00
Cu -1.80 0.81 -0.59
S -3.03 0.31 1.39
C -3.44 1.99 1.63
C -3.57 2.53 2.92
C -3.90 3.86 3.14
C -4.01 4.36 4.51
N -4.09 4.73 5.59
C -4.13 4.70 2.05
C -4.00 4.18 0.76
C -3.67 2.84 0.53
S -3.59 2.18 -1.11
C -4.49 6.10 2.23
N -4.78 7.20 2.37
H -3.40 1.88 3.78
H -4.17 4.83 -0.09
C -3.69 -1.41 -1.63
O -2.28 -1.14 -1.58
Si -1.18 -2.39 -2.03
C -1.77 -2.91 -3.75
C -1.69 -3.84 -0.93
C 0.47 -1.92 -1.92
Si 1.42 -2.57 -0.59
C 0.46 -2.92 1.01
C 2.91 -1.53 -0.08
C 2.19 -4.25 -0.99
Si 1.12 -0.87 -3.20
C 1.81 -1.87 -4.64
C -0.15 0.25 -4.04
C 2.57 0.20 -2.66
H -3.98 -1.73 -2.64
H -4.24 -0.52 -1.36
H -3.96 -2.21 -0.93
H -2.78 -3.35 -3.73
H -1.07 -3.67 -4.13
H -1.78 -2.07 -4.46
H -2.58 -4.35 -1.34
H -1.93 -3.50 0.10
H -0.87 -4.57 -0.87
H -0.37 -2.20 1.13
H 1.12 -2.83 1.89
H 0.03 -3.94 1.01
H 2.59 -0.49 0.14
H 3.67 -1.49 -0.88
H 3.38 -1.97 0.82
H 1.40 -4.98 -1.24
H 2.80 -4.66 -0.16
H 2.84 -4.15 -1.88
H 1.01 -2.47 -5.10
H 2.59 -2.57 -4.29
H 2.25 -1.23 -5.43
H -0.70 -0.30 -4.82
H 0.35 1.10 -4.52
H -0.87 0.65 -3.32
H 3.48 -0.40 -2.54
H 2.35 0.69 -1.70
H 2.77 0.99 -3.41
N 0.16 0.88 1.37
C 0.96 0.92 2.22
N 1.88 0.95 3.19
C 1.55 0.51 4.55
C 2.74 -0.25 5.09
O 3.92 0.55 5.03
C 4.23 0.93 3.68
C 3.11 1.73 3.07
H 0.67 -0.12 4.52
H 1.35 1.37 5.19
H 2.88 -1.17 4.51
H 2.58 -0.51 6.14
H 4.42 0.04 3.08
H 5.14 1.53 3.73
H 3.31 1.92 2.02
H 3.01 2.68 3.59
N 2.40 5.12 -3.05
C 1.63 4.63 -2.32
N 0.76 4.16 -1.44
C 0.14 3.02 -1.37
N -0.42 2.02 -1.22

78
Properties=species:S:1:pos:R:3 method="wB97M-V/def2-TZVPD" lumo_ev=-3.11 total_charge=+1 e_homo_ev=-10.98 homo_lumo_gap_ev=7.866 relative_energy_kj_mol=49.41
Ti 0.19 0.08 -0.64
C 0.24 1.50 5.01
C 1.53 0.83 4.52
N 1.30 -0.49 3.94
C 1.36 -1.65 4.83
C -0.02 -2.18 5.23
C 1.00 -0.65 2.65
S 0.87 0.77 1.65
N 0.84 -1.93 2.26
C 0.39 -2.33 1.10
O 0.01 -1.56 0.13
C 0.31 -3.78 0.86
C -0.08 -4.24 -0.40
C -0.18 -5.60 -0.65
C 0.11 -6.50 0.36
C 0.49 -6.05 1.62
C 0.59 -4.70 1.87
H 0.47 2.47 5.45
H -0.25 0.89 5.77
H -0.44 1.65 4.17
H 2.22 0.71 5.35
H 2.00 1.46 3.77
H 1.92 -1.35 5.71
H 1.92 -2.44 4.32
H -0.57 -1.43 5.80
H 0.09 -3.06 5.86
H -0.59 -2.44 4.35
H -0.30 -3.51 -1.18
H -0.47 -5.95 -1.62
H 0.03 -7.56 0.17
H 0.70 -6.77 2.40
H 0.88 -4.33 2.84
C 2.57 0.15 -4.98
C 1.76 0.20 -3.70
O 1.36 1.51 -3.35
P 0.21 -0.77 -3.71
O -0.65 -0.10 -4.86
O 0.36 -2.26 -4.19
O -0.48 -0.65 -2.37
P 2.56 -0.56 -2.21
O 4.11 -0.26 -2.30
O 2.25 -2.01 -2.28
O 2.01 0.16 -0.98
H 1.95 0.44 -5.83
H 2.96 -0.85 -5.16
H 3.40 0.84 -4.90
H 1.07 1.99 -4.14
H -1.45 -0.58 -5.11
H 0.98 -2.73 -3.60
H 4.65 -1.07 -2.32
N -2.85 1.07 -2.02
C -3.10 0.57 -0.78
C -4.43 0.51 -0.33
C -4.70 0.09 0.95
C -3.63 -0.28 1.77
C -2.37 -0.24 1.25
N -2.07 0.16 0.00
H -3.62 1.52 -2.48
H -1.94 1.47 -2.17
H -5.22 0.83 -0.99
H -5.72 0.05 1.31
H -3.79 -0.61 2.79
H -1.53 -0.54 1.86
C 1.39 5.00 -1.51
C -0.10 4.62 -1.46
C -0.75 4.83 -2.84
C -0.83 5.46 -0.40
C -0.19 3.20 -1.10
C -0.22 2.01 -0.83
H 1.51 6.01 -1.89
H 1.93 4.31 -2.17
H 1.83 4.93 -0.52
H -0.73 5.89 -3.09
H -1.79 4.50 -2.84
H -0.21 4.29 -3.61
H -0.71 6.52 -0.63
H -0.41 5.27 0.59
H -1.89 5.22 -0.38

76
Properties=species:S:1:pos:R:3 method="wB97M-V/def2-TZVPD" multiplicity=3 lumo_ev="-2.19 / -2.19" total_charge=+1 e_homo_ev="-8.62 / -8.62" homo_lumo_gap_ev="6.429 / 6.430" relative_energy_kj_mol=6.01
Pr -0.65 0.52 -1.14
O -1.49 -0.59 0.79
N -2.71 -1.10 0.87
C -2.90 -2.22 1.59
C -4.13 -2.82 1.69
C -5.21 -2.26 1.01
C -5.01 -1.12 0.28
C -3.74 -0.51 0.20
S -3.45 0.93 -0.65
H -2.02 -2.60 2.09
H -4.24 -3.70 2.30
H -6.18 -2.73 1.06
H -5.82 -0.65 -0.27
O 1.36 1.81 -1.49
N 2.28 2.45 -0.80
C 3.30 3.04 -1.45
C 4.31 3.67 -0.77
C 4.27 3.69 0.63
C 3.22 3.09 1.28
C 2.19 2.48 0.56
S 0.78 1.79 1.27
H 3.25 2.97 -2.52
H 5.12 4.13 -1.31
H 5.05 4.18 1.19
H 3.16 3.08 2.36
N 1.67 -0.95 2.14
C 1.51 -1.53 0.79
C 1.15 -3.00 0.83
C 0.77 -3.43 -0.59
N -0.39 -2.66 -1.05
C 1.97 -3.21 -1.52
C 2.47 -1.77 -1.52
N 1.50 -0.88 -2.17
C 2.74 -1.28 -0.08
H 0.89 -1.27 2.80
H 1.53 0.11 2.05
H 2.58 -1.17 2.56
H 0.64 -1.00 0.34
H 0.32 -3.18 1.52
H 2.00 -3.60 1.17
H 0.54 -4.51 -0.58
H -1.17 -2.84 -0.41
H -0.67 -3.02 -1.95
H 1.69 -3.50 -2.53
H 2.77 -3.88 -1.21
H 3.44 -1.75 -2.06
H 1.19 -1.33 -3.03
H 1.96 -0.01 -2.45
H 2.97 -0.22 -0.10
H 3.60 -1.81 0.32
S -0.62 -1.41 4.03
C -0.33 0.08 4.68
N -1.25 0.80 5.34
C -0.91 2.17 5.66
C 0.61 2.23 5.75
S 1.22 0.90 4.66
H -2.20 0.49 5.38
H -1.38 2.45 6.61
H -1.28 2.84 4.88
H 0.98 2.01 6.76
H 1.00 3.18 5.41
C -1.20 -1.25 -4.57
C -1.48 0.21 -4.48
C -1.97 1.05 -5.47
C -2.08 2.32 -4.89
C -1.66 2.21 -3.59
C -1.63 3.27 -2.52
N -1.28 0.91 -3.32
H -1.89 -1.73 -5.25
H -1.31 -1.71 -3.57
H -0.18 -1.45 -4.93
H -2.20 0.77 -6.48
H -2.45 3.21 -5.38
H -1.45 4.24 -2.98
H -0.83 3.09 -1.78
H -2.60 3.32 -2.00

no.,total energy (eV)
1,-94047.509
2,-130998.504
3,-101397.643
4,-98457.630